[1]
2 unconnected molecules or ions with the total composition C18H43N7O2P. Source: the OMol25 dataset; level of theory: the ωB97M-V functional and the def2-TZVPD basis.

Computed properties:
Total energy = -1586.34521 a.u.
Molar mass = 420.56 g mol⁻¹
Charge = +1
Largest force on an atom = 7.07 eV/Å

Last column: Löwdin charge in e.
Atoms and positions in Å:
C (-3.26, 0.18, 5.60)  0.066
C (-3.43, -0.64, 4.59)  -0.196
N (-3.87, -0.16, 3.30)  0.012
C (-5.41, -0.18, 3.35)  -0.080
C (-6.05, -0.26, 1.96)  -0.096
C (-5.09, 0.09, 0.80)  -0.219
C (-4.99, 1.63, 0.67)  -0.169
O (-4.50, 2.26, 1.84)  -0.143
C (-3.46, 3.20, 1.59)  -0.225
C (-2.56, 3.22, 2.85)  -0.229
C (-1.61, 4.45, 2.91)  -0.091
N (-3.80, -0.63, 0.98)  0.012
C (-2.63, 0.05, 0.36)  -0.153
N (-1.54, -0.94, 0.21)  -0.092
C (-0.64, -0.62, -0.93)  -0.098
C (-3.55, -1.02, 2.27)  -0.318
N (-3.03, -2.23, 2.42)  0.255
H (-2.69, -0.17, 6.46)  0.079
H (-3.71, 1.17, 5.66)  0.081
H (-3.25, -1.70, 4.80)  0.121
H (-5.65, -1.05, 3.98)  0.130
H (-5.69, 0.73, 3.90)  0.132
H (-6.89, 0.45, 1.92)  0.129
H (-6.48, -1.27, 1.87)  0.127
H (-5.56, -0.31, -0.11)  0.160
H (-4.47, 1.96, -0.25)  0.124
H (-6.03, 1.99, 0.54)  0.137
H (-3.83, 4.21, 1.34)  0.131
H (-2.80, 2.88, 0.76)  0.114
H (-2.03, 2.25, 2.89)  0.091
H (-3.22, 3.24, 3.74)  0.105
H (-2.01, 5.34, 2.41)  0.075
H (-0.64, 4.14, 2.50)  0.074
H (-1.41, 4.65, 3.98)  0.074
H (-2.88, 0.46, -0.62)  0.132
H (-2.24, 0.82, 1.05)  0.121
H (-0.95, -0.84, 1.04)  0.091
H (-0.55, -1.53, -1.55)  0.080
H (-0.99, 0.20, -1.57)  0.080
H (0.38, -0.36, -0.60)  0.082
H (-2.28, -2.46, 3.06)  0.133
H (-3.43, -3.00, 1.91)  0.154
O (2.46, -0.88, -3.06)  -0.305
P (3.92, -1.31, -3.07)  0.757
N (4.12, -1.37, -1.36)  -0.329
C (5.30, -1.00, -0.61)  -0.136
C (3.48, -2.52, -0.74)  -0.148
N (4.52, 0.17, -3.76)  -0.349
C (4.59, 1.37, -2.94)  -0.129
C (3.85, 0.49, -5.02)  -0.145
N (5.50, -2.09, -3.35)  -0.303
C (6.72, -1.36, -3.68)  -0.134
C (5.37, -3.23, -4.29)  -0.144
H (6.10, -1.76, -0.67)  0.084
H (5.05, -0.88, 0.44)  0.084
H (5.71, -0.05, -0.92)  0.051
H (4.08, -3.43, -0.86)  0.081
H (2.50, -2.70, -1.18)  0.063
H (3.31, -2.35, 0.33)  0.076
H (3.69, 1.53, -2.34)  0.085
H (4.75, 2.25, -3.56)  0.083
H (5.46, 1.34, -2.28)  0.054
H (2.86, 0.93, -4.87)  0.077
H (3.72, -0.41, -5.63)  0.074
H (4.46, 1.19, -5.60)  0.083
H (6.69, -0.91, -4.68)  0.085
H (7.56, -2.05, -3.65)  0.092
H (6.93, -0.58, -2.95)  0.068
H (5.17, -2.89, -5.31)  0.077
H (4.54, -3.88, -3.98)  0.075
H (6.27, -3.85, -4.29)  0.080

=====

[2]
2 unconnected molecules or ions with the total composition CH3IO2. Source: the OMol25 dataset; level of theory: the ωB97M-V functional and the def2-TZVPD basis.

Computed properties:
Molar mass = 173.94 g mol⁻¹
Charge = 0
Largest force on an atom = 2.17 eV/Å
Relative energy (zero: lowest compared OMol25 entry of this formula, charge and spin) = 4.777 eV

Last column: Löwdin charge in e.
Atoms and positions in Å:
C (-0.99, 0.02, -0.07)  -0.162
O (0.00, -0.49, 0.35)  -0.084
O (1.88, 1.23, 0.19)  -0.993
I (3.06, -0.10, -0.18)  1.276
H (-1.70, 0.71, 0.43)  0.083
H (-1.27, 0.01, -1.16)  0.086
H (2.93, -1.10, 1.05)  -0.206

=====

[3]
5 unconnected molecules or ions with the total composition C21H30N6O. Source: the OMol25 dataset; level of theory: the ωB97M-V functional and the def2-TZVPD basis.

Computed properties:
Molar mass = 382.51 g mol⁻¹
Charge = 0
SMILES string = NC[C@H]1CNC(=O)C1.c1cc[nH]c1.c1cc[nH]c1.c1cc[nH]c1.c1cc[nH]c1
Largest force on an atom = 1.10 eV/Å
Relative energy (zero: lowest compared OMol25 entry of this formula, charge and spin) = 3.336 eV

Last column: Löwdin charge in e.
Atoms and positions in Å:
N (4.13, 0.60, 0.15)  -0.004
C (3.06, 1.32, -0.54)  -0.245
C (1.64, 1.07, -0.01)  -0.301
C (0.66, 2.25, -0.05)  -0.164
N (-0.69, 1.64, 0.07)  0.076
C (-0.56, 0.27, -0.20)  -0.463
O (-1.42, -0.55, 0.04)  0.078
C (0.81, 0.02, -0.77)  -0.058
H (4.18, 0.92, 1.12)  0.075
H (3.89, -0.38, 0.22)  0.078
H (3.30, 2.39, -0.51)  0.123
H (3.09, 1.00, -1.59)  0.104
H (1.70, 0.73, 1.04)  0.150
H (0.80, 2.98, 0.76)  0.124
H (0.74, 2.77, -1.02)  0.123
H (-1.09, 1.75, 1.00)  0.137
H (0.77, 0.29, -1.84)  0.141
H (1.12, -1.02, -0.67)  0.134
N (-0.71, 6.09, -0.70)  0.000
C (-1.24, 7.34, -0.87)  -0.141
C (-2.42, 7.39, -0.18)  -0.110
C (-2.61, 6.12, 0.42)  -0.107
C (-1.54, 5.34, 0.08)  -0.144
H (0.16, 5.78, -1.10)  0.138
H (-0.73, 8.09, -1.46)  0.105
H (-3.08, 8.24, -0.12)  0.090
H (-3.45, 5.81, 1.02)  0.091
H (-1.31, 4.32, 0.32)  0.078
N (5.77, 0.39, -2.73)  0.005
C (5.59, 0.28, -4.08)  -0.148
C (6.82, 0.29, -4.68)  -0.116
C (7.79, 0.40, -3.65)  -0.115
C (7.11, 0.46, -2.46)  -0.142
H (5.05, 0.41, -2.04)  0.086
H (4.60, 0.21, -4.51)  0.101
H (7.01, 0.22, -5.74)  0.088
H (8.86, 0.43, -3.76)  0.088
H (7.46, 0.54, -1.44)  0.104
N (-3.61, -1.49, 1.81)  0.015
C (-3.49, -1.15, 3.13)  -0.146
C (-4.37, -1.91, 3.85)  -0.113
C (-5.06, -2.75, 2.92)  -0.126
C (-4.56, -2.46, 1.67)  -0.152
H (-3.07, -1.08, 1.06)  0.095
H (-2.79, -0.40, 3.45)  0.101
H (-4.51, -1.88, 4.92)  0.088
H (-5.82, -3.47, 3.15)  0.085
H (-4.81, -2.86, 0.71)  0.112
N (-3.10, -5.61, 1.72)  0.010
C (-4.29, -6.27, 1.89)  -0.145
C (-4.15, -7.52, 1.36)  -0.115
C (-2.83, -7.63, 0.85)  -0.119
C (-2.21, -6.43, 1.08)  -0.146
H (-2.93, -4.66, 2.01)  0.127
H (-5.12, -5.79, 2.38)  0.094
H (-4.92, -8.28, 1.34)  0.087
H (-2.39, -8.48, 0.36)  0.086
H (-1.21, -6.09, 0.86)  0.102

=====

[4]
A molecular structure, C10H20N2PSW. Source: the OMol25 dataset; level of theory: the ωB97M-V functional and the def2-TZVPD basis.

Computed properties:
Multiplicity = 3
Molar mass = 415.16 g mol⁻¹
Charge = +1
⟨S²⟩ = 2.06
Largest force on an atom = 3.18 eV/Å
Relative energy (zero: lowest compared OMol25 entry of this formula, charge and spin) = 0.000 eV

Last column: Löwdin charge in e.
Atoms and positions in Å:
C (1.03, 0.17, -1.29)  -0.211
C (0.12, 0.09, -2.38)  -0.333
C (-0.45, -1.14, -2.79)  -0.121
C (-0.44, -2.24, -1.94)  -0.211
C (0.02, -2.11, -0.63)  -0.280
W (-0.60, -0.22, -0.27)  0.779
P (-0.19, 2.12, 0.46)  0.614
H (1.93, 0.77, -1.26)  0.067
H (-0.11, 0.97, -2.99)  0.111
H (-0.93, -1.21, -3.77)  0.122
H (0.23, -2.96, 0.01)  0.039
H (-0.84, -3.20, -2.30)  0.114
H (-1.21, 2.77, 1.25)  -0.105
H (-0.16, 3.10, -0.58)  -0.076
H (0.99, 2.54, 1.16)  -0.068
C (-0.50, -1.24, 5.96)  -0.078
C (0.85, -0.67, 5.66)  -0.206
N (1.12, -0.42, 4.20)  -0.001
C (0.14, -0.04, 3.34)  -0.718
S (0.08, -0.88, 1.81)  0.642
N (-0.76, 0.89, 3.69)  0.026
C (-0.49, 1.90, 4.74)  -0.206
C (0.91, 2.47, 4.70)  -0.082
H (-1.31, -0.57, 5.65)  0.064
H (-0.58, -1.40, 7.03)  0.092
H (-0.64, -2.21, 5.48)  0.091
H (1.03, 0.27, 6.18)  0.101
H (1.64, -1.38, 5.97)  0.131
H (1.74, -1.10, 3.77)  0.124
H (-1.49, 1.10, 3.01)  0.116
H (-1.22, 2.71, 4.61)  0.131
H (-0.68, 1.42, 5.71)  0.099
H (1.06, 3.06, 3.79)  0.074
H (1.05, 3.13, 5.56)  0.094
H (1.67, 1.69, 4.76)  0.064

=====

> Which formula does entry 2 have?

CH3IO2

=====

> What is the formula in the first record?

C18H43N7O2P

=====

> The highest molar mass belongs to which entry?

C18H43N7O2P